# 1
The following is a quantum chemistry calculation of a molecular structure, C4H6O, from OMol25.

XYZ file:
```
11
Properties=species:S:1:pos:R:3:forces:R:3:lowdin_charge:R:1
C 0.28928 0.14744 1.47835 0.1 0.0 0.2 -0.064
C -0.28043 0.06909 0.10627 0.3 -0.4 -0.1 -0.245
C 0.07763 0.65855 -1.23922 0.1 0.3 -0.1 -0.117
O -0.37749 -0.58898 -1.85784 -0.2 0.0 -0.3 -0.062
C -0.67073 -1.00669 -0.57577 -0.1 -0.2 0.2 -0.113
H -0.37866 -0.31601 2.21150 0.1 0.2 -0.1 0.078
H 1.21275 -0.44570 1.46516 0.0 0.2 0.3 0.081
H 0.54285 1.15672 1.80578 -0.2 0.0 0.0 0.071
H 1.14229 0.85681 -1.39290 -0.1 -0.2 -0.2 0.126
H -0.52279 1.46960 -1.65879 0.1 0.0 0.3 0.121
H -1.03470 -2.00083 -0.34254 0.0 0.0 -0.2 0.126
```
Positions in Å, forces in eV/Å.

* LUMO energy: 1.057 eV


# 2
The following is a quantum chemistry calculation of a single C4H6O molecule, from OMol25.

XYZ file:
```
11
Properties=species:S:1:pos:R:3:forces:R:3:lowdin_charge:R:1
C 1.16558 0.03822 0.42058 -0.7 -0.4 -0.6 -0.095
C -0.11999 -0.84948 0.95519 2.1 0.7 0.1 -0.188
C -1.20252 -0.10664 0.26507 -2.1 1.3 -0.7 -0.154
C -0.70815 0.55387 -0.80785 0.1 1.3 -1.0 -0.175
H 2.10325 -0.62389 0.33273 -1.3 1.4 0.0 0.115
H 1.34589 1.09437 1.04585 -0.6 -3.0 -1.7 0.163
H -0.14863 -0.75172 2.05260 -0.1 -0.2 -0.4 0.098
H -0.08748 -1.95015 0.67480 0.3 1.3 0.2 0.122
H -2.29068 -0.05301 0.64662 2.0 -0.1 -0.9 0.125
H -1.14330 1.34930 -1.58226 0.6 -2.2 1.9 0.157
O 0.67643 0.38991 -1.02104 -0.3 0.0 3.0 -0.170
```
Positions in Å, forces in eV/Å.

* structure (SMILES): C1=COCC1
* LUMO energy: 1.105 eV


# 3
The following is a quantum chemistry calculation of a single C4H6O molecule, from OMol25.

XYZ file:
```
11
Properties=species:S:1:pos:R:3:forces:R:3:lowdin_charge:R:1
C 0.67142 -0.00738 0.01924 0.3 0.3 0.1 -0.416
C -0.38294 -1.10647 0.06419 -0.2 -0.2 -0.5 -0.095
C -1.47345 0.00394 -0.08825 -0.5 0.1 0.0 -0.164
C -0.38304 1.10329 0.06461 0.3 0.1 -0.1 -0.100
H -0.30363 -1.80515 -0.78386 0.0 0.1 0.4 0.117
H -0.38920 -1.66220 1.00871 0.0 0.1 -0.2 0.117
H -1.93531 0.03663 -1.09998 0.3 -0.2 0.7 0.108
H -2.27610 -0.00618 0.67765 0.5 0.1 -0.5 0.105
H -0.28814 1.84819 -0.73450 -0.1 -0.1 0.2 0.114
H -0.34681 1.62076 1.02760 -0.1 -0.1 -0.1 0.116
O 1.86841 0.00096 -0.05679 -0.4 -0.1 0.0 0.099
```
Positions in Å, forces in eV/Å.

* structure (SMILES): O=C1CCC1
* LUMO energy: 1.043 eV


# 4
The following is a quantum chemistry calculation of a single C4H6O molecule, from OMol25.

XYZ file:
```
11
Properties=species:S:1:pos:R:3:forces:R:3:lowdin_charge:R:1
C 0.95272 1.68720 -0.61010 -0.2 0.0 -0.5 -0.113
O 0.70797 0.31444 -0.38580 -0.7 -0.4 -1.5 -0.188
C -0.73860 -1.78020 1.38725 -0.6 -0.5 -0.2 0.018
C -0.74776 -1.10334 0.29946 -0.5 -0.2 0.1 -0.145
C -0.55679 -0.34753 -0.72002 0.3 0.4 0.9 -0.105
H 0.35979 2.35433 0.04809 0.2 -0.3 -0.4 0.091
H 0.76610 1.86515 -1.66556 -0.2 0.6 -0.1 0.077
H 2.03286 1.84683 -0.45325 -0.5 -0.1 0.2 0.091
H -0.26064 -2.74137 1.27426 0.0 -0.3 1.0 0.068
H -1.35264 -1.36589 2.17370 0.3 -0.6 0.6 0.067
H -1.37627 -0.46495 -1.49212 1.9 1.4 -0.1 0.139
```
Positions in Å, forces in eV/Å.

* structure (SMILES): C=C=COC
* LUMO energy: 1.082 eV


Calculated energy above the lowest of the compared OMol25 structures with the same formula, charge and spin (kJ/mol), listed in the same order as above: 147.16 145.27 8.51 299.54
Calculated F_max (eV Å⁻¹), listed in the same order as above: 0.50 3.47 0.82 2.34
Calculated HOMO energy (eV), listed in the same order as above: -8.47 -8.63 -9.53 -8.92